# C35H39ClN5O6TcTe

A molecular structure, C35H39ClN5O6TcTe (ωB97M-V/def2-TZVPD, OMol25).

```
! wB97M-V def2-TZVPD RIJCOSX def2/J DEFGRID3
* xyz 2 3
Te -0.8967 1.6806 -0.9585
Tc 2.5712 -1.8128 0.8359
Cl 4.2838 -1.8860 -1.3565
O 2.8232 -1.4877 -1.2999
O 4.3935 -2.6133 -0.0304
O 5.1055 -0.7452 -1.3655
O 4.5030 -2.7712 -2.4202
O 3.1412 -2.2474 2.8221
O -0.9351 -0.3610 1.9144
N 5.1750 2.3173 1.2433
N 3.5130 3.5073 0.1900
N 0.9666 -1.1968 1.0413
N 1.7538 -3.8245 0.5084
N 3.6553 0.0143 1.1059
C 3.9727 2.3247 0.6703
C -2.0624 4.3548 -1.9044
C -1.3740 2.4733 0.9062
C -1.1458 -1.7810 0.0011
C -1.3543 -2.7504 -2.1906
C 3.2034 1.1521 0.5970
C -0.6028 -2.0619 -1.2511
C 0.8380 -5.9066 1.2218
C -3.8440 1.9674 0.4948
C 0.8556 -3.9816 2.8072
C -1.9205 3.4660 3.4054
C -2.8996 5.0903 -2.7232
C -0.3959 -1.0396 1.0569
C -0.6025 3.4098 2.9730
C -2.6824 0.8631 -3.4280
C 3.3024 -3.6161 3.3139
C -1.2487 5.0948 -0.8781
C -2.7050 2.4896 1.3269
C -2.6433 -3.1659 -1.8783
C -3.5563 3.1380 -3.9522
C 5.6070 1.1683 1.7381
C -2.4448 -2.1819 0.3064
C -4.5461 5.3600 -4.5960
C -2.9486 3.0057 2.5971
C 1.9466 -4.3756 -0.7044
C 1.6219 -5.6787 -1.0090
C 1.9927 -4.1762 3.8170
C -2.7315 2.3461 -3.1738
C -3.6632 4.5095 -3.7368
C 1.1643 -4.5794 1.4622
C -0.3265 2.8989 1.7182
C -2.0044 2.9621 -2.1302
C 4.8637 0.0025 1.6867
C -3.1887 -2.8785 -0.6334
C 1.0749 -6.4735 -0.0159
H 0.7011 2.8481 1.3751
H 0.4003 -1.7349 -1.4984
H 2.2366 1.1260 0.1120
H 4.1603 4.2788 0.1840
H 3.6907 -4.1666 2.4585
H -2.8555 -1.9421 1.2788
H 0.8273 -7.5094 -0.2044
H 2.3727 -3.7401 -1.4631
H -4.1356 2.6777 -4.7431
H 2.7507 3.5357 -0.4614
H 0.3856 -6.4835 2.0174
H 0.2010 3.7553 3.6089
H -1.7720 5.1561 0.0775
H 1.8010 -6.0534 -2.0062
H -3.2254 -3.7118 -2.6090
H -0.9370 -2.9636 -3.1663
H 1.7146 -3.6976 4.7592
H -3.1054 0.6295 -4.4026
H -4.1070 2.6604 -0.3072
H -2.1495 3.8598 4.3866
H -1.6606 0.4711 -3.4203
H -5.1322 6.0493 -3.9883
H -1.0645 6.1104 -1.2236
H 5.2302 -0.9306 2.0858
H -3.9675 3.0302 2.9627
H 6.5910 1.1665 2.1900
H -2.9477 6.1642 -2.5825
H -0.0514 -4.4447 3.1938
H -4.1954 -3.1959 -0.3965
H 4.0688 -3.6007 4.0873
H 2.8030 -1.6744 3.5228
H -4.7276 1.8209 1.1124
H -3.6029 1.0004 0.0427
H 2.1492 -5.2353 4.0337
H -0.2824 4.6276 -0.6911
H -3.2545 0.3114 -2.6773
H -5.2225 4.7578 -5.1981
H -3.9376 5.9646 -5.2721
H 0.6449 -2.9205 2.6975
*
```

Relative energy (zero: lowest compared OMol25 entry of this formula, charge and spin), kcal per mole: 30.2
M, g/mol: 886.8
HOMO (alpha / beta), eV: -13.22 / -13.84

Results of the Mulliken charge analysis, in e, for atoms 1 through 4: 0.8622, 0.4739, 1.7172, -0.5010



# C35H40BBrN9O2Sr

A molecular structure, C35H40BBrN9O2Sr (ωB97M-V/def2-TZVPD, OMol25).

```
! wB97M-V def2-TZVPD RIJCOSX def2/J DEFGRID3
* xyz 1 1
Sr 0.0256 -0.3538 0.7269
Br 0.7725 -6.2557 -4.2196
O -0.4671 -0.9042 -1.8008
O 0.1552 -2.8469 -0.2414
N 2.9209 -0.4953 2.2924
N -1.8616 -0.3731 -4.2584
N -2.0623 1.0301 -0.5841
N -0.2060 -0.7841 -5.7129
N 0.8887 -0.7594 3.8557
N 1.4877 1.5537 2.9352
N 2.4470 -0.8084 1.0543
N 0.3402 1.7204 2.2029
N -0.0475 -1.2870 3.0144
C 0.4110 -4.4015 -2.1107
C 4.6011 -1.3812 1.1646
C -0.7911 -1.1766 -4.6269
C -3.9113 2.9659 -1.4476
C -0.9310 0.3254 -6.1399
C -0.7398 1.1325 -7.2592
C -2.8904 1.6186 -5.4545
C 4.2203 -0.8421 2.3803
C -1.9832 0.5859 -5.2555
C -0.2647 -2.1167 -2.4134
C -2.0809 -2.6663 3.1580
C -0.9058 -1.9730 3.7664
C 0.6326 -3.8529 0.6621
C 1.4228 -0.6976 6.3015
C -0.5334 -1.8988 5.1072
C 3.1182 2.9303 4.2516
C -2.5711 3.0235 -1.8183
C 0.6083 -1.1146 5.1241
C -1.6302 2.1681 -7.4601
C 5.0488 -0.6517 3.6061
C 3.4581 -1.3328 0.3650
C -2.6924 2.4033 -6.5744
C 0.3368 -4.5709 -3.4918
C -3.3500 0.9719 -0.2342
C 0.0500 3.0189 2.2430
C -0.3723 -2.3035 -3.7809
C -4.2917 1.9034 -0.6308
C -1.6981 2.0547 -1.3601
C 1.0099 3.7104 2.9833
C 3.2794 -1.7711 -1.0515
C -4.8998 3.9853 -1.9217
C 1.9001 2.7475 3.4115
C -0.0514 -3.5458 -4.3274
C -1.1674 3.5886 1.5938
C 0.1090 -3.1662 -1.5720
B 2.0422 0.1703 3.3853
H -0.9162 4.1420 0.6871
H -5.3165 1.8014 -0.2991
H -4.4314 4.9601 -2.0471
H -3.3759 3.2166 -6.7785
H -1.6610 4.2848 2.2716
H 2.4551 -1.0358 6.2157
H 2.7481 0.3586 4.3216
H 0.7066 -5.2288 -1.4834
H -0.6467 2.1153 -1.6310
H -2.6015 -0.6602 -3.6368
H 3.0256 2.4187 5.2098
H -0.1111 -3.6859 -5.3970
H 3.2699 3.9902 4.4446
H 2.3740 -1.3393 -1.4816
H 0.0762 0.9384 -7.9412
H -0.7241 -0.2338 -2.4524
H -3.7150 1.7988 -4.7768
H -0.0314 -4.7184 0.6531
H 0.9964 -1.1257 7.2063
H 5.5779 -1.7493 0.9016
H -5.7310 4.0823 -1.2254
H 3.2068 -2.8575 -1.1370
H 4.1209 -1.4551 -1.6668
H -1.8805 2.8075 1.3390
H -1.7809 -3.3479 2.3593
H -2.6110 -3.2515 3.9065
H 4.0073 2.5443 3.7528
H -3.6444 0.1400 0.3966
H 1.6466 -4.1512 0.3929
H -1.5165 2.8112 -8.3219
H -5.3114 3.6892 -2.8889
H 5.1424 0.4019 3.8686
H 6.0471 -1.0490 3.4354
H -2.1998 3.8201 -2.4497
H 0.6397 -3.3929 1.6472
H -1.0225 -2.3477 5.9543
H 1.4355 0.3870 6.4110
H 1.0456 4.7649 3.1966
H -2.7956 -1.9512 2.7433
H 4.6167 -1.1696 4.4622
*
```

M, g/mol: 797.1
HOMO, eV: -10.87

Results of the natural (NBO) charge analysis, in e, for atoms 1 through 4: 1.8188, 0.1017, -0.7547, -0.5605



# C35H40FGeN9O5STl

A molecular structure, C35H40FGeN9O5STl (ωB97M-V/def2-TZVPD, OMol25).

```
! wB97M-V def2-TZVPD RIJCOSX def2/J DEFGRID3
* xyz 1 1
Tl 0.1218 -0.8206 -0.3213
Ge 1.9606 -3.4711 -1.0443
S 3.6947 3.6973 -5.9381
F 2.3966 -2.9147 6.3395
O -1.8057 2.5581 1.5612
O -2.5420 -0.9548 -0.7238
O -4.0155 -1.9672 0.6467
O 0.0760 -1.0901 2.3590
O -0.4669 1.1237 0.5104
N -0.1348 0.5607 -2.4687
N 2.2091 3.0686 -5.8971
N -3.3665 -3.0365 -1.1892
N 2.1188 -0.9572 8.4268
N 4.2193 3.2614 -4.4753
N -2.5308 -3.3150 -2.2817
N 2.1096 0.7106 -0.9387
N -0.2534 1.7793 5.2268
N 1.8840 -3.1060 10.3128
C 3.2268 2.6025 -3.9000
C 3.4363 -3.1182 0.2091
C 1.6159 -0.7961 7.1065
C 3.1464 0.8368 -0.1296
C 0.9486 0.3799 6.8050
C 0.8845 1.8020 -4.2391
C 0.1607 -2.9660 -0.5073
C -0.2990 1.7418 -4.9747
C 1.8929 -5.4047 -1.3468
C -0.5198 1.1392 2.9114
C -0.4455 2.7972 6.2320
C 2.1385 1.3033 -2.1374
C -3.9248 -0.8110 1.4910
C 0.6806 -2.2861 9.9148
C -1.7575 3.5103 6.2777
C 0.0434 -0.1619 3.1666
C 3.2585 -1.7949 8.7387
C 0.5853 -0.3550 4.5294
C 3.2586 2.0166 -2.5699
C -1.2605 0.5254 -3.1649
C -3.2381 -1.9241 -0.4491
C 1.2674 -1.5319 4.8238
C 1.7594 -1.7390 6.0803
C -1.3862 1.1038 -4.4279
C 4.3503 2.1399 -1.7118
C 4.2923 1.5520 -0.4690
C 0.9253 1.2024 -2.9799
C 2.0740 2.4919 -4.7141
C -1.0016 1.6379 1.5555
C 2.3909 -2.5840 -2.7423
C 2.8833 -3.2056 9.1824
C 1.1713 -0.8990 9.5207
C -0.6523 2.0064 3.9454
C 0.4166 0.6065 5.5313
C -1.4072 2.5254 7.3538
H -0.0089 -2.2760 10.7571
H 0.2235 -2.7979 9.0681
H 3.6376 -2.0467 0.2735
H -2.3296 1.0486 -4.9522
H 1.5003 -5.9125 -0.4647
H 1.3811 -2.2807 4.0495
H -1.1569 2.8975 8.3380
H -2.6696 -2.5860 -2.9720
H 1.6520 -0.4282 10.3876
H -2.0888 0.0188 -2.6855
H 5.1119 1.6298 0.2309
H 3.8123 -1.3117 9.5540
H -2.5139 3.2184 5.5633
H 0.8712 1.1441 7.5650
H 1.5099 -2.6035 -3.3876
H 0.3142 -0.2849 9.2571
H 2.3324 -2.6601 11.1169
H 2.6762 -1.5447 -2.5759
H 1.6007 -4.0377 10.6156
H 4.3498 -3.6216 -0.1136
H 2.3922 -3.7634 8.3916
H 3.1748 -3.4784 1.2059
H 5.2196 2.6944 -2.0402
H -1.9225 1.5742 7.3339
H 3.0691 0.3326 0.8279
H -0.0046 -3.1810 0.5597
H -1.5639 -3.2454 -1.9253
H 2.8804 -5.8124 -1.5704
H 1.2275 -5.6180 -2.1837
H 3.7416 -3.7640 9.5527
H -3.8695 -3.8137 -0.7994
H -2.9692 -0.8122 2.0172
H -1.7375 4.5644 6.5115
H 3.9351 -1.8599 7.8917
H -1.1217 2.9622 3.7564
H -4.7453 -0.8991 2.1965
H -0.3386 2.2040 -5.9523
H -4.0112 0.1034 0.9098
H 3.2112 -3.0775 -3.2653
H 0.4465 3.3697 6.4600
*
```

Relative energy (zero: lowest compared OMol25 entry of this formula, charge and spin), kcal per mole: 88.9
M, g/mol: 994.8
HOMO, eV: -8.29

Results of the Mulliken charge analysis, in e, for atoms 1 through 4: 2.0042, 0.2208, 0.1492, -0.3672



# C35H40N4P2Sn

A molecular structure, C35H40N4P2Sn at a distorted geometry (ωB97M-V/def2-TZVPD, OMol25).

```
! wB97M-V def2-TZVPD RIJCOSX def2/J DEFGRID3
* xyz 0 1
Sn 4.7444 -0.9238 3.0669
P -0.6965 1.1102 -3.8972
P -1.7983 3.4507 -2.0642
N -0.0269 0.6115 -5.4718
N -3.1553 3.6242 -0.9430
N -1.7873 -0.2428 -3.7412
N -1.7394 5.1968 -2.4635
C 1.1679 -2.9270 0.7826
C 0.8564 -3.7857 1.7659
C 6.0952 -5.4747 8.2240
C -0.7796 7.2427 -2.6946
C 5.0305 -5.7225 6.0385
C -0.6158 0.0053 -6.5854
C -3.1972 2.9087 0.2616
C 0.3937 -0.3871 2.4862
C 4.6878 -4.3493 6.0639
C -0.1960 -1.2504 3.3236
C -2.7260 -1.9971 -2.6679
C 3.4874 0.0257 4.6379
C 0.4409 -0.4143 0.9958
C 4.8902 -3.6075 7.2475
C -5.1874 3.9723 0.0005
C -2.6375 6.0227 -3.1421
C -0.3442 -3.7610 2.6457
C -4.4268 3.1212 0.8634
C -2.0832 7.2905 -3.2814
C -1.9564 2.2676 -4.6067
C 0.2988 0.0057 -7.6353
C 4.3474 -3.6217 4.8951
C -1.0325 -2.4040 2.8905
C -0.5877 5.9521 -2.2120
C -3.5190 -1.6936 -3.8198
C 4.2008 -2.8738 3.8998
C 5.6184 -4.1558 8.3033
C -4.3942 4.2475 -1.1078
C 5.7549 -6.2670 7.1086
C -2.9417 -0.5993 -4.4429
C 0.3197 -1.7914 0.3151
C -1.6824 -1.0856 -2.6292
C -2.8215 2.9462 -3.5449
C 1.4816 0.6656 -7.1649
C 1.2503 1.0454 -5.8534
H -0.0822 -4.2451 3.6035
H 4.5298 -2.5783 7.2893
H -1.6163 -2.1440 2.0008
H -1.1373 -4.3875 2.2039
H 6.7230 -5.8937 9.0257
H -1.3842 3.0324 -5.1421
H 2.4274 -0.0472 4.2995
H -4.4011 -2.2184 -4.1497
H -4.7443 2.7202 1.8090
H 6.0819 -7.3100 7.0791
H -2.3340 2.3327 0.5505
H -6.1812 4.3461 0.1764
H -2.5894 1.7790 -5.3533
H 0.9842 0.4238 2.9099
H -2.8952 -2.7830 -1.9527
H 1.5130 -4.6290 1.9803
H -1.6257 -0.3584 -6.5479
H -1.7253 -2.5982 3.7188
H 0.2505 5.4802 -1.7270
H 0.1431 -0.4218 -8.6112
H -0.0749 8.0531 -2.6326
H -0.1024 -1.1069 4.4094
H 0.6149 -1.6317 -0.7329
H -0.7345 -2.0938 0.3103
H 2.3860 0.8388 -7.7226
H -3.6096 2.2684 -3.1939
H 1.8466 1.5930 -5.1430
H 2.0854 -3.0633 0.1935
H -2.5578 8.1423 -3.7410
H -3.5854 5.6572 -3.4954
H -3.2847 -0.0495 -5.3046
H -0.8779 -0.9195 -1.9283
H 3.9065 1.0305 4.8328
H 4.7772 -6.3186 5.1576
H -4.6148 4.8181 -1.9902
H -0.3835 0.1876 0.5557
H 5.8298 -3.5466 9.1820
H -3.3345 3.8129 -3.9826
H 3.6433 -0.6016 5.5173
H 1.4006 0.0529 0.6983
*
```

M, g/mol: 697.4
HOMO, eV: -8.11

Results of the Mulliken charge analysis, in e, for atoms 1 through 4: 0.6123, -0.1723, -0.0493, 0.3070



# C35H40N6O3PRbS5

A molecular structure, C35H40N6O3PRbS5 (ωB97M-V/def2-TZVPD, OMol25).

```
! wB97M-V def2-TZVPD RIJCOSX def2/J DEFGRID3
* xyz 0 1
Rb -1.2341 -0.3074 0.8654
S -2.3486 -2.6150 2.6589
S -1.7006 2.1178 -2.7200
S 2.8577 1.9876 -4.7481
S -2.7540 -0.0055 -4.5334
S 1.8386 0.8140 -2.1801
P 1.1169 2.2200 1.5768
O -2.7464 -4.8508 0.1621
O -2.1950 -2.4734 -0.4060
O -2.3197 -1.1759 3.1006
N 0.9902 2.6158 3.2621
N -2.5285 -0.2713 -1.8721
N 0.9105 0.3638 3.5933
N 1.5042 3.3103 -3.0401
N 0.8649 -2.6167 1.3473
N -3.2034 -1.4468 -2.2280
C -1.6103 -3.5685 3.9841
C 1.9953 2.0763 -3.2168
C 1.5628 -3.1154 0.5860
C 3.1278 0.4220 0.9863
C -4.6243 -3.7790 -2.7888
C 0.4638 -0.6151 5.7247
C 2.8612 1.6817 1.5043
C 3.9095 2.4415 2.0171
C 2.4521 -3.7438 -0.3850
C -2.9753 -2.4470 -1.4179
C -5.1834 -6.0418 -2.2473
C 0.1665 6.1076 0.7372
C 1.2190 3.9370 0.9519
C 1.9092 -5.0857 -0.8707
C 1.9441 4.3438 -3.9547
C 0.1917 4.8280 1.2671
C -2.3020 1.5828 -5.2754
C 0.4430 1.7693 5.4779
C -3.5890 -4.8397 -0.8981
C -4.3164 -5.9999 -1.1725
C 2.2476 3.6179 -5.2620
C 0.7604 1.5711 4.1286
C -4.0368 -3.1690 2.8640
C 2.1813 5.6382 -0.4700
C -2.3448 0.4712 -2.8834
C 0.7624 -0.6991 4.3795
C -5.3416 -4.9280 -3.0651
C 2.2091 4.3556 0.0636
C 1.1657 6.5184 -0.1342
C 0.2957 0.6546 6.2728
C 4.4266 -0.0632 0.9496
C 5.2073 1.9600 1.9851
C -3.7434 -3.7047 -1.7120
C -1.1879 2.2016 -4.4492
C 5.4677 0.7072 1.4444
H -2.3233 -3.9301 0.1298
H 1.8044 -5.7868 -0.0441
H 3.7087 3.4145 2.4492
H 0.3581 -1.5085 6.3224
H 0.9336 -4.9607 -1.3378
H 1.1635 5.0950 -4.0783
H -0.5393 -3.3917 3.9568
H 0.8974 -1.6544 3.8854
H -4.3555 -2.9916 3.8905
H -4.1733 -6.8562 -0.5266
H -4.7303 -2.8971 -3.4052
H -1.9745 1.3931 -6.2978
H 2.5655 -3.0421 -1.2147
H 3.4319 -3.8502 0.0855
H 0.3268 2.7675 5.8775
H -3.1683 2.2449 -5.3016
H -1.0278 3.2492 -4.7072
H 1.3485 3.4984 -5.8658
H -0.6151 4.5170 1.9223
H 2.5936 -5.5123 -1.6025
H -0.2572 1.6442 -4.5828
H 3.0080 3.6801 -0.2099
H 3.0065 4.1323 -5.8464
H 2.9689 5.9528 -1.1442
H 0.0552 0.7706 7.3217
H -0.6380 6.7809 1.0011
H 4.6257 -1.0428 0.5344
H -2.0317 -3.2437 4.9345
H 2.8446 4.8394 -3.5711
H 6.0157 2.5586 2.3853
H 0.7332 3.5440 3.5538
H 2.3134 -0.1917 0.6217
H -5.7378 -6.9500 -2.4508
H -1.8066 -4.6240 3.8051
H 1.1507 7.5185 -0.5468
H -4.6418 -2.5868 2.1722
H 1.0333 3.5151 -2.1725
H -6.0191 -4.9585 -3.9080
H 6.4820 0.3306 1.4177
H -4.0970 -4.2196 2.5872
*
```

Relative energy (zero: lowest compared OMol25 entry of this formula, charge and spin), kcal per mole: 27.6
M, g/mol: 869.5
HOMO, eV: -6.76

Results of the Mulliken charge analysis, in e, for atoms 1 through 4: 0.9526, 0.9718, -0.1112, -0.0931